No. 1
Here is a cluster of 2 separate species, C4H5OS in total at a distorted geometry from OMol25. Energies are from wB97M-V/def2-TZVPD.

Geometry (Å):
C: -0.4330 1.4685 -0.2891
C: -0.3233 0.2005 -0.0539
C: 2.1719 -0.5557 -0.0719
C: -1.2378 -0.8947 0.2769
O: 2.3438 -1.7274 -0.1543
S: 2.8890 0.8792 0.1547
H: -1.2164 2.2516 0.0330
H: 0.3418 2.0588 -0.8238
H: -0.7725 -1.8645 0.6450
H: -1.6182 -1.0266 -0.7400
H: -2.1453 -0.7897 1.0234

For the energy above the lowest of the compared OMol25 structures with the same formula, charge and spin, the calculation gives 53.61 kcal per mole. For the strongest force on any atom, the calculation gives 3.185 eV Å⁻¹. The LUMO energy (spin up / spin down) comes out at 3.659 / 3.660 eV. The total energy comes out at -628.7664 hartree. The net charge is -1. As for the spin multiplicity: 1. For the orbital gap (spin up / spin down), the calculation gives 0.2163 / 0.2162 Eh.

No. 2
Here is a structure of composition C28H40MgN6O5P2S at a distorted geometry from OMol25. Energies are from wB97M-V/def2-TZVPD.

Geometry (Å):
Mg: -0.8149 -0.2082 -0.6917
O: -1.5421 -2.9271 2.4351
C: -1.1734 -2.1871 1.5298
N: -1.5262 -0.9981 1.1141
C: -2.4135 -0.1182 1.7904
O: -2.7759 -0.2037 2.9546
C: -2.9330 0.9838 0.8997
C: -4.1606 1.6517 1.3101
C: -4.8154 2.5074 0.4202
C: -4.2694 2.6268 -0.8434
C: -3.0912 1.9464 -1.1488
N: -2.4298 1.1527 -0.2880
C: -0.0110 -2.7234 0.6394
C: 0.5580 -3.9656 0.9266
C: 1.5057 -4.4854 0.0190
C: 1.8913 -3.7331 -1.0342
C: 1.3758 -2.4262 -1.1692
N: 0.3938 -1.9677 -0.3745
H: -4.5068 1.4091 2.2630
H: -5.7222 2.9645 0.7052
H: -4.8412 3.1618 -1.5539
H: -2.8149 1.9677 -2.1671
H: 0.1350 -4.5726 1.7500
H: 1.8703 -5.5255 0.1133
H: 2.4869 -4.1722 -1.8201
H: 1.7207 -1.8376 -1.9431
C: -4.4374 -2.2900 -0.2119
P: -3.4691 -1.7532 -1.6654
C: -4.9225 -1.0548 -2.6507
C: -3.2739 -3.2684 -2.6318
H: -5.3089 -2.8660 -0.4587
H: -4.6276 -1.4969 0.4875
H: -3.7631 -2.9315 0.3943
H: -5.7675 -1.7394 -2.6285
H: -4.7076 -0.8330 -3.6706
H: -5.3491 -0.2007 -2.0983
H: -4.1073 -3.9219 -2.8539
H: -2.5902 -3.9219 -2.1302
H: -2.8140 -2.9915 -3.5516
O: 5.5136 2.3533 -4.0012
C: 4.5752 2.7881 -3.1251
O: 4.9038 3.6759 -2.3743
C: 3.2513 2.0985 -3.1164
C: 2.2192 2.7668 -2.4781
C: 0.9670 2.2027 -2.5462
C: 0.6815 0.9854 -3.1285
S: -0.9762 0.2179 -3.1018
C: 1.7523 0.3176 -3.7372
C: 3.0180 0.9053 -3.7476
H: 5.1387 1.6571 -4.5324
H: 2.3261 3.7152 -1.8935
H: 0.1745 2.8055 -2.1239
H: 1.5455 -0.5944 -4.2534
H: 3.8263 0.3623 -4.2833
C: 0.1120 3.2516 1.8173
N: 0.7647 2.1197 2.3898
C: 1.3276 2.4931 3.6909
P: 1.3535 0.8366 1.5552
O: 0.6844 0.7368 0.2193
N: 3.0021 0.8410 1.2116
C: 4.0112 1.0334 2.2374
C: 3.4754 0.3324 -0.0712
N: 1.2628 -0.3488 2.6995
C: 2.1808 -1.5250 2.7497
C: 0.2994 -0.3804 3.8344
H: 0.8471 4.1354 1.6212
H: -0.6589 3.5679 2.4635
H: -0.3044 3.0310 0.8116
H: 2.1338 3.2809 3.5792
H: 1.7318 1.5751 4.1531
H: 0.5203 2.8218 4.3279
H: 3.6230 1.3360 3.2208
H: 4.7202 1.8408 2.0066
H: 4.5391 0.1327 2.4419
H: 2.7284 0.4701 -0.8269
H: 3.7899 -0.7393 -0.0677
H: 4.4091 0.8473 -0.3477
H: 2.5601 -1.7837 1.7476
H: 1.6890 -2.4270 3.0903
H: 3.1019 -1.5071 3.3845
H: -0.3249 0.5094 3.8020
H: 0.8330 -0.4534 4.7981
H: -0.2873 -1.3366 3.7363

For the strongest force on any atom, the calculation gives 3.858 eV Å⁻¹. The LUMO energy comes out at -0.145 eV. The total energy comes out at -3076.9146 hartree. As for the spin multiplicity: 1. For the orbital gap, the calculation gives 0.2774 Eh.

No. 3
Here is a structure of composition C9H10NS at a distorted geometry from OMol25. Energies are from wB97M-V/def2-TZVPD.

Geometry (Å):
C: -1.9867 1.6938 -0.2018
C: -2.9172 0.6835 -0.6355
C: -0.7841 1.2083 0.1952
C: -2.7500 -0.5624 -0.1349
C: -0.2371 -0.1710 0.2144
C: -1.4578 -1.1197 0.2678
C: 0.7134 -0.3183 -0.8786
C: 1.1019 -0.3148 1.1117
C: 3.2590 -0.3378 -0.2663
N: 1.8324 -0.3034 -0.1076
S: -1.2402 -2.6014 0.8536
H: -2.1922 2.6750 -0.1963
H: -3.6622 0.9750 -1.2634
H: 0.0008 1.8170 0.5692
H: -3.4979 -1.3576 -0.1898
H: 0.6268 -0.4110 -2.0325
H: 1.1940 0.4845 1.8109
H: 1.0230 -1.2553 1.7294
H: 3.4807 -0.9975 -1.0106
H: 3.8238 -0.4629 0.6028
H: 3.6696 0.6760 -0.4377

For the energy above the lowest of the compared OMol25 structures with the same formula, charge and spin, the calculation gives 103.16 kcal per mole. For the strongest force on any atom, the calculation gives 5.723 eV Å⁻¹. The LUMO energy comes out at -5.084 eV. The total energy comes out at -801.4843 hartree. The net charge is +1. As for the spin multiplicity: 1. For the orbital gap, the calculation gives 0.2663 Eh.

What did the second record say?
Here is a structure of composition C28H40MgN6O5P2S at a distorted geometry from OMol25. Energies are from wB97M-V/def2-TZVPD.

Geometry (Å):
Mg: -0.8149 -0.2082 -0.6917
O: -1.5421 -2.9271 2.4351
C: -1.1734 -2.1871 1.5298
N: -1.5262 -0.9981 1.1141
C: -2.4135 -0.1182 1.7904
O: -2.7759 -0.2037 2.9546
C: -2.9330 0.9838 0.8997
C: -4.1606 1.6517 1.3101
C: -4.8154 2.5074 0.4202
C: -4.2694 2.6268 -0.8434
C: -3.0912 1.9464 -1.1488
N: -2.4298 1.1527 -0.2880
C: -0.0110 -2.7234 0.6394
C: 0.5580 -3.9656 0.9266
C: 1.5057 -4.4854 0.0190
C: 1.8913 -3.7331 -1.0342
C: 1.3758 -2.4262 -1.1692
N: 0.3938 -1.9677 -0.3745
H: -4.5068 1.4091 2.2630
H: -5.7222 2.9645 0.7052
H: -4.8412 3.1618 -1.5539
H: -2.8149 1.9677 -2.1671
H: 0.1350 -4.5726 1.7500
H: 1.8703 -5.5255 0.1133
H: 2.4869 -4.1722 -1.8201
H: 1.7207 -1.8376 -1.9431
C: -4.4374 -2.2900 -0.2119
P: -3.4691 -1.7532 -1.6654
C: -4.9225 -1.0548 -2.6507
C: -3.2739 -3.2684 -2.6318
H: -5.3089 -2.8660 -0.4587
H: -4.6276 -1.4969 0.4875
H: -3.7631 -2.9315 0.3943
H: -5.7675 -1.7394 -2.6285
H: -4.7076 -0.8330 -3.6706
H: -5.3491 -0.2007 -2.0983
H: -4.1073 -3.9219 -2.8539
H: -2.5902 -3.9219 -2.1302
H: -2.8140 -2.9915 -3.5516
O: 5.5136 2.3533 -4.0012
C: 4.5752 2.7881 -3.1251
O: 4.9038 3.6759 -2.3743
C: 3.2513 2.0985 -3.1164
C: 2.2192 2.7668 -2.4781
C: 0.9670 2.2027 -2.5462
C: 0.6815 0.9854 -3.1285
S: -0.9762 0.2179 -3.1018
C: 1.7523 0.3176 -3.7372
C: 3.0180 0.9053 -3.7476
H: 5.1387 1.6571 -4.5324
H: 2.3261 3.7152 -1.8935
H: 0.1745 2.8055 -2.1239
H: 1.5455 -0.5944 -4.2534
H: 3.8263 0.3623 -4.2833
C: 0.1120 3.2516 1.8173
N: 0.7647 2.1197 2.3898
C: 1.3276 2.4931 3.6909
P: 1.3535 0.8366 1.5552
O: 0.6844 0.7368 0.2193
N: 3.0021 0.8410 1.2116
C: 4.0112 1.0334 2.2374
C: 3.4754 0.3324 -0.0712
N: 1.2628 -0.3488 2.6995
C: 2.1808 -1.5250 2.7497
C: 0.2994 -0.3804 3.8344
H: 0.8471 4.1354 1.6212
H: -0.6589 3.5679 2.4635
H: -0.3044 3.0310 0.8116
H: 2.1338 3.2809 3.5792
H: 1.7318 1.5751 4.1531
H: 0.5203 2.8218 4.3279
H: 3.6230 1.3360 3.2208
H: 4.7202 1.8408 2.0066
H: 4.5391 0.1327 2.4419
H: 2.7284 0.4701 -0.8269
H: 3.7899 -0.7393 -0.0677
H: 4.4091 0.8473 -0.3477
H: 2.5601 -1.7837 1.7476
H: 1.6890 -2.4270 3.0903
H: 3.1019 -1.5071 3.3845
H: -0.3249 0.5094 3.8020
H: 0.8330 -0.4534 4.7981
H: -0.2873 -1.3366 3.7363

For the strongest force on any atom, the calculation gives 3.858 eV Å⁻¹. The LUMO energy comes out at -0.145 eV. The total energy comes out at -3076.9146 hartree. As for the spin multiplicity: 1. For the orbital gap, the calculation gives 0.2774 Eh.